No. 1
C16H41O14P2S2Si2 as an isolated structure in a non-equilibrium geometry, computed with ωB97M-V/def2-TZVPD.

Geometry (Å):
O: 1.456 -3.536 2.264
C: 0.599 -4.236 1.673
O: 0.203 -5.389 1.978
Si: -0.204 -3.384 0.163
O: -0.441 -1.771 0.549
Si: -1.836 -1.382 1.302
S: -3.459 -1.020 -0.070
C: -2.291 -2.596 2.667
C: -3.551 -3.474 2.528
C: -3.301 -4.890 1.956
S: -4.260 -5.237 0.517
O: -3.959 -4.309 -0.533
O: -4.114 -6.611 0.164
O: -5.771 -4.967 0.960
H: 0.719 -3.585 -0.982
H: -1.480 -4.049 -0.173
H: -1.607 -0.069 1.950
H: -3.712 0.278 0.137
H: -1.450 -3.238 2.936
H: -2.475 -1.964 3.541
H: -4.357 -2.955 2.007
H: -3.913 -3.631 3.545
H: -2.249 -5.130 1.774
H: -3.668 -5.619 2.680
H: -5.882 -4.009 1.035
O: -3.181 3.248 -0.505
P: -3.349 4.525 0.220
O: -3.661 5.626 -0.936
C: -4.907 5.576 -1.634
C: -6.071 6.074 -0.795
O: -1.804 4.899 0.557
C: -0.767 3.907 0.552
C: 0.014 3.947 -0.743
O: -3.957 5.280 1.472
C: -3.314 6.337 2.205
C: -3.013 7.574 1.394
H: -5.092 4.557 -1.984
H: -4.785 6.210 -2.512
H: -6.266 5.409 0.048
H: -6.976 6.130 -1.400
H: -5.856 7.061 -0.385
H: -1.175 2.914 0.731
H: -0.111 4.144 1.392
H: -0.655 3.899 -1.602
H: 0.716 3.115 -0.796
H: 0.574 4.882 -0.821
H: -2.421 5.957 2.698
H: -4.021 6.590 2.996
H: -2.236 7.394 0.654
H: -2.668 8.362 2.065
H: -3.900 7.926 0.867
O: 3.275 -1.264 -1.383
P: 4.439 -2.150 -1.538
O: 5.413 -1.719 -0.312
C: 4.944 -1.952 1.033
C: 4.985 -3.413 1.433
O: 5.237 -1.543 -2.819
C: 4.586 -0.684 -3.753
C: 4.916 0.766 -3.467
O: 4.954 -3.639 -1.696
C: 6.164 -4.034 -2.355
C: 7.429 -3.481 -1.740
H: 3.930 -1.561 1.141
H: 5.599 -1.367 1.679
H: 4.272 -4.003 0.857
H: 4.728 -3.520 2.486
H: 5.978 -3.833 1.259
H: 3.510 -0.847 -3.749
H: 4.956 -0.963 -4.743
H: 4.724 1.007 -2.422
H: 4.322 1.431 -4.097
H: 5.973 0.961 -3.656
H: 6.104 -3.800 -3.417
H: 6.175 -5.122 -2.278
H: 7.513 -2.406 -1.882
H: 8.290 -3.955 -2.217
H: 7.465 -3.680 -0.670

Calculated values
Molecular weight = 639.74 g mol⁻¹
HOMO level = -4.129 eV
Net charge = -1
Frontier orbital gap = 6.1 eV
Multiplicity = 1
LUMO level = 0.074 hartree
Largest force on an atom = 6.148 eV Å⁻¹

***

No. 2
A 6-piece molecular cluster, C16H42B2BrN5O8P overall in a non-equilibrium geometry, computed with ωB97M-V/def2-TZVPD.

Geometry (Å):
O: -3.223 -2.965 5.805
B: -2.388 -2.992 4.669
O: -1.083 -2.414 4.795
C: -2.795 -3.664 3.286
B: -2.745 -5.307 3.542
P: -0.963 -5.935 3.927
O: -0.682 -7.322 2.978
Br: -1.076 -6.759 6.072
H: -3.699 -3.790 5.856
H: -0.471 -3.117 5.004
H: -2.174 -3.323 2.431
H: -3.852 -3.443 3.025
H: -3.409 -5.512 4.540
H: -3.214 -5.933 2.627
H: 0.236 -7.539 3.100
C: 0.276 -1.526 1.490
O: -0.161 -2.617 1.771
N: 0.311 -0.999 0.240
C: 0.851 0.321 -0.022
C: -0.209 -1.782 -0.866
H: 0.693 -0.851 2.256
H: 0.083 0.944 -0.463
H: 1.694 0.234 -0.717
H: 1.197 0.782 0.901
H: -1.259 -2.013 -0.685
H: 0.344 -2.721 -0.938
H: -0.113 -1.229 -1.793
C: 0.139 -3.060 -3.923
O: -0.896 -2.617 -3.476
N: 0.602 -2.818 -5.170
C: 1.849 -3.378 -5.649
C: -0.182 -1.970 -6.051
H: 0.800 -3.713 -3.332
H: 2.530 -2.569 -5.924
H: 1.655 -4.001 -6.525
H: 2.316 -3.988 -4.877
H: -0.303 -0.985 -5.597
H: -1.172 -2.407 -6.194
H: 0.315 -1.869 -7.014
C: -4.875 -1.145 -4.751
O: -4.453 -2.040 -5.458
N: -4.603 -0.995 -3.438
C: -5.146 0.103 -2.666
C: -3.738 -1.964 -2.776
H: -5.537 -0.356 -5.145
H: -4.328 0.698 -2.255
H: -5.751 -0.292 -1.847
H: -5.770 0.741 -3.292
H: -2.762 -1.980 -3.264
H: -4.180 -2.959 -2.857
H: -3.620 -1.702 -1.727
C: 0.373 3.573 0.672
O: -0.522 2.882 0.233
N: 0.368 4.924 0.700
C: 1.478 5.682 1.245
C: -0.784 5.629 0.170
H: 1.292 3.138 1.097
H: 1.121 6.294 2.079
H: 1.889 6.331 0.469
H: 2.257 5.018 1.598
H: -1.679 5.330 0.719
H: -0.921 5.368 -0.881
H: -0.640 6.703 0.263
C: 5.033 5.876 1.499
O: 4.345 5.097 0.872
N: 5.811 5.543 2.552
C: 6.609 6.524 3.259
C: 5.845 4.156 2.985
H: 5.077 6.949 1.250
H: 7.664 6.245 3.202
H: 6.302 6.557 4.307
H: 6.480 7.512 2.820
H: 6.193 3.526 2.166
H: 4.840 3.835 3.264
H: 6.511 4.046 3.838

Calculated values
Molecular weight = 565.04 g mol⁻¹
HOMO level = -3.546 eV
Net charge = -1
Frontier orbital gap = 5.1 eV
Multiplicity = 1
LUMO level = 0.056 hartree
Largest force on an atom = 1.423 eV Å⁻¹

***

No. 3
A 6-piece molecular cluster, C16H42Cl2O15S5 overall in a non-equilibrium geometry, computed with ωB97M-V/def2-TZVPD.

Geometry (Å):
C: 0.367 -0.892 0.927
Cl: 1.914 -0.129 0.507
Cl: 0.141 -0.796 2.692
H: -0.333 -0.387 0.262
H: 0.340 -1.904 0.523
O: -4.041 5.906 -0.362
S: -2.600 5.749 -0.100
O: -1.782 6.532 0.827
O: -2.381 4.197 0.390
C: -1.075 3.811 0.764
C: -1.102 2.400 1.155
C: -1.792 5.592 -1.805
H: -0.660 4.307 1.642
H: -0.324 4.063 0.016
H: -1.721 1.748 0.539
H: -1.399 2.266 2.195
H: -0.127 1.955 0.954
H: -2.135 4.671 -2.279
H: -0.727 5.740 -1.631
H: -2.225 6.388 -2.411
O: 3.052 3.019 5.572
S: 3.883 3.618 4.523
O: 4.990 4.532 4.883
O: 4.620 2.433 3.623
C: 3.857 1.319 3.168
C: 4.716 0.103 2.887
C: 2.735 4.535 3.353
H: 3.233 1.534 2.301
H: 3.144 1.023 3.938
H: 5.541 0.192 2.180
H: 4.071 -0.715 2.566
H: 5.127 -0.295 3.815
H: 1.967 5.148 3.825
H: 2.085 3.876 2.777
H: 3.322 5.088 2.621
O: 4.764 -5.320 0.077
S: 3.577 -5.187 -0.721
O: 3.506 -5.915 -1.980
O: 2.222 -5.566 0.191
C: 2.113 -5.195 1.562
C: 0.732 -5.262 2.084
C: 3.245 -3.390 -0.986
H: 2.459 -4.185 1.784
H: 2.772 -5.817 2.169
H: 0.005 -4.824 1.400
H: 0.543 -4.683 2.988
H: 0.452 -6.300 2.266
H: 2.574 -3.215 -1.827
H: 4.233 -2.977 -1.189
H: 2.873 -2.932 -0.070
O: -2.480 -1.999 -0.455
S: -3.717 -1.353 0.040
O: -3.718 -0.119 0.830
O: -4.878 -1.243 -1.173
C: -5.028 -2.373 -2.110
C: -6.310 -3.147 -1.965
C: -4.643 -2.560 1.052
H: -4.129 -2.985 -2.027
H: -5.109 -1.953 -3.113
H: -6.533 -3.706 -2.873
H: -7.166 -2.499 -1.778
H: -6.146 -3.822 -1.125
H: -5.683 -2.282 0.883
H: -4.193 -2.579 2.045
H: -4.528 -3.501 0.513
O: 0.786 -1.987 -2.391
S: 0.052 -0.843 -3.038
O: -1.259 -0.282 -2.700
O: 1.087 0.471 -2.878
C: 0.743 1.678 -3.540
C: -0.086 2.717 -2.671
C: 0.215 -1.006 -4.818
H: 0.334 1.599 -4.547
H: 1.616 2.298 -3.748
H: 0.576 3.202 -1.954
H: -0.812 2.110 -2.130
H: -0.570 3.447 -3.319
H: -0.233 -1.957 -5.105
H: 1.276 -0.976 -5.066
H: -0.220 -0.208 -5.421

Calculated values
Molecular weight = 705.74 g mol⁻¹
SMILES string = CCOS(C)(=O)=O.CCOS(C)(=O)=O.CCOS(C)(=O)=O.CCOS(C)(=O)=O.CCOS(C)(=O)=O.ClCCl
HOMO level = -11.084 eV
Frontier orbital gap = 10.9 eV
Multiplicity = 1
LUMO level = -0.005 hartree
Largest force on an atom = 4.654 eV Å⁻¹